Computed, not measured: an isolated molecule of C5H13NO in a non-equilibrium geometry, with wB97M-V/def2-TZVPD.

Output
Structure (SMILES): CNCCCCO
Relative energy (zero: lowest compared OMol25 entry of this formula, charge and spin) (kJ/mol): 156.32
Total energy (eV): -8932.3907

```
! RIJCOSX wB97M-V def2-TZVPD def2/J DEFGRID3
* xyz 0 1
O 2.229 2.270 1.092
H 1.983 1.815 1.890
C 0.078 1.446 0.279
H -0.776 1.913 -0.218
H -0.192 0.975 1.229
C -1.232 -2.946 0.000
H -0.646 -3.284 -0.856
H 1.512 0.000 -0.234
C 1.041 2.585 0.373
C -0.500 -0.837 -0.783
H -1.218 -3.748 0.741
N -0.551 -1.678 0.429
C 0.539 0.299 -0.648
H -1.206 -1.296 1.101
H -2.242 -2.857 -0.426
H 0.768 0.735 -1.630
H -1.423 -0.261 -0.932
H -0.073 -1.429 -1.583
H 0.548 3.461 0.821
H 1.358 2.837 -0.645
*
```